Arrangement i

A cluster of 2 separate species, C5H11N2 in total. Source: the OMol25 dataset; level of theory: ωB97M-V with the def2-TZVPD basis set.

Values from the calculation:
LUMO level (alpha / beta)	-5.37 / -4.49	eV
charge	+1
2S+1	1
HOMO-LUMO gap (alpha / beta)	7.6 / 9.1	eV

Atoms and positions in Å:
C  -1.928  1.293  1.939
C  -1.766  0.016  1.724
C  -0.027  -0.069  -0.387
C  1.769  0.167  1.351
C  0.197  -0.999  -2.677
N  1.204  0.137  0.000
N  -0.508  -0.449  -1.542
H  -2.741  1.584  2.587
H  -1.396  2.022  1.486
H  -2.054  -0.977  2.004
H  2.264  -0.622  1.719
H  2.443  0.971  1.512
H  0.891  0.306  2.020
H  0.964  -1.763  -2.414
H  0.758  -0.259  -3.324
H  -0.505  -1.332  -3.435
H  1.940  0.037  -0.833
H  -1.504  -0.063  -1.730

---

Arrangement ii

The ion C5H11N2 with charge +1. Source: the OMol25 dataset; level of theory: ωB97M-V with the def2-TZVPD basis set.

Values from the calculation:
LUMO level	-5.09	eV
charge	+1
structure (SMILES)	C=N[N+](=C)C(C)C
2S+1	1
HOMO-LUMO gap	10.0	eV

Atoms and positions in Å:
C  1.751  -1.463  1.732
C  1.431  0.401  -0.632
C  -1.337  -0.393  -1.518
C  -1.225  1.407  0.491
C  -0.861  -0.075  -0.087
N  1.053  -1.333  0.715
N  0.600  -0.214  0.139
H  1.904  -2.409  2.151
H  2.333  -0.656  2.104
H  2.505  0.400  -0.368
H  1.139  1.134  -1.338
H  -1.018  0.517  -2.200
H  -0.784  -1.252  -1.908
H  -2.489  -0.469  -1.532
H  -0.694  2.190  -0.229
H  -0.777  1.556  1.459
H  -2.243  1.580  0.484
H  -1.288  -0.922  0.539

---

Stability, lowest: arrangement i

---

Arrangement i

The ion C5H11N2 with charge +1. Source: the OMol25 dataset; level of theory: ωB97M-V with the def2-TZVPD basis set.

Values from the calculation:
LUMO level	-5.05	eV
charge	+1
structure (SMILES)	C=[NH+]/C=C\CCN
2S+1	1
HOMO-LUMO gap	9.0	eV

Atoms and positions in Å:
C  1.034  1.201  1.124
C  -0.362  1.502  0.633
C  -0.549  1.185  -0.924
C  -0.847  -0.063  -1.393
N  -0.586  -1.294  -0.704
C  -1.087  -2.466  -0.954
N  1.603  -0.331  1.035
H  1.085  1.514  2.235
H  1.756  1.796  0.398
H  -0.993  2.423  0.899
H  -0.988  0.746  1.113
H  -0.710  2.069  -1.570
H  -1.350  -0.436  -2.268
H  -1.890  -2.716  -1.736
H  -0.622  -3.343  -0.460
H  1.895  -0.510  2.010
H  0.208  -1.323  0.071
H  2.403  0.044  0.491

---

Arrangement ii

The ion C5H11N2 with charge +1. Source: the OMol25 dataset; level of theory: ωB97M-V with the def2-TZVPD basis set.

Values from the calculation:
LUMO level	-3.84	eV
charge	+1
structure (SMILES)	C=NC(=C)[NH+](C)C
2S+1	1
HOMO-LUMO gap	10.2	eV

Atoms and positions in Å:
C  0.062  -2.069  0.253
C  0.587  -0.861  -2.449
C  -0.036  -0.800  -0.127
C  1.057  1.105  0.670
C  -1.525  0.990  0.556
N  -0.009  -0.320  -1.481
N  -0.206  0.350  0.774
H  0.230  -2.353  1.367
H  0.044  -2.993  -0.387
H  0.715  -0.455  -3.418
H  0.975  -2.044  -2.442
H  1.277  1.132  -0.428
H  0.957  2.094  0.924
H  1.864  0.884  1.324
H  -1.491  1.276  -0.431
H  -2.255  0.287  0.637
H  -1.537  1.895  1.018
H  -0.408  -0.179  1.625

---

Arrangement iii

A cluster of 2 separate species, C5H11N2 in total. Source: the OMol25 dataset; level of theory: ωB97M-V with the def2-TZVPD basis set.

Values from the calculation:
LUMO level	-3.76	eV
charge	+1
2S+1	1
HOMO-LUMO gap	9.1	eV

Atoms and positions in Å:
C  -0.731  -0.310  1.192
C  -3.909  0.116  -1.049
C  -1.841  -0.125  0.381
C  3.052  0.863  0.527
C  2.609  -0.945  -0.751
N  -2.712  -0.140  -0.388
N  2.285  -0.210  0.211
H  -0.546  0.751  1.714
H  0.147  -0.559  0.634
H  -4.122  -0.546  -1.946
H  -3.950  1.195  -1.380
H  3.123  1.128  1.647
H  4.137  0.832  0.145
H  2.635  1.727  -0.023
H  1.926  -1.662  -1.285
H  3.559  -0.946  -1.236
H  -4.733  -0.091  -0.458
H  -0.928  -1.078  2.063

---

Stability, lowest: arrangement ii

---

Arrangement i

The ion C5H11N2 with charge +1. Source: the OMol25 dataset; level of theory: ωB97M-V with the def2-TZVPD basis set.

Values from the calculation:
LUMO level	-3.80	eV
charge	+1
structure (SMILES)	C=N/C=C\CC[NH3+]
2S+1	1
HOMO-LUMO gap	8.7	eV

Atoms and positions in Å:
C  1.367  0.020  -1.017
C  1.667  0.118  0.468
C  0.462  0.113  1.383
C  -0.659  0.829  1.142
N  -1.444  0.560  -0.009
C  -2.698  0.399  0.145
N  0.344  -1.053  -1.299
H  2.263  -0.179  -1.601
H  0.896  0.906  -1.442
H  2.214  1.057  0.595
H  2.389  -0.623  0.819
H  0.600  -0.426  2.314
H  -1.115  1.540  1.836
H  -3.214  1.000  0.899
H  -3.249  -0.391  -0.350
H  0.132  -1.328  -2.248
H  0.583  -1.904  -0.792
H  -0.535  -0.638  -0.842

---

Arrangement ii

The ion C5H11N2 with charge +1. Source: the OMol25 dataset; level of theory: ωB97M-V with the def2-TZVPD basis set.

Values from the calculation:
LUMO level	-3.32	eV
charge	+1
structure (SMILES)	C[C@@H]1NC1=[N+](C)C
2S+1	1
HOMO-LUMO gap	11.5	eV

Atoms and positions in Å:
C  -0.485  -0.297  -0.173
C  -0.229  -0.410  -1.616
C  0.248  0.806  -2.305
C  1.470  -0.632  1.134
C  -0.752  0.015  2.201
N  -1.624  -0.297  -0.841
N  0.065  -0.238  1.000
H  -0.149  -1.327  -2.191
H  0.017  1.747  -1.710
H  -0.266  0.988  -3.240
H  1.331  0.660  -2.465
H  1.982  0.260  1.598
H  1.670  -1.435  1.755
H  1.787  -0.711  0.065
H  -0.107  -0.210  3.073
H  -0.908  1.109  2.301
H  -1.668  -0.395  2.191
H  -2.382  0.371  -0.778

---

Stability, lowest: arrangement i

---

Arrangement i

An isolated molecule of C6H8OS. Source: the OMol25 dataset; level of theory: ωB97M-V with the def2-TZVPD basis set.

Values from the calculation:
LUMO level	0.86	eV
charge	0
structure (SMILES)	OC[C@@H]1[C@H]2C=CS[C@H]21
2S+1	1
HOMO-LUMO gap	8.7	eV

Atoms and positions in Å:
C  1.909  0.049  0.006
C  0.475  -0.107  -0.355
C  -0.446  -0.794  0.580
C  -2.578  -0.081  -0.443
C  -1.835  1.019  -0.164
C  -0.540  0.689  0.497
H  3.423  -1.082  -0.103
H  2.308  0.910  -0.568
H  2.045  0.306  1.084
H  0.310  -0.136  -1.372
H  0.054  -1.337  1.349
H  -3.509  -0.105  -0.989
H  -2.158  2.052  -0.391
H  -0.083  1.382  1.208
O  2.512  -1.146  -0.372
S  -1.887  -1.619  0.030

---

Arrangement ii

An isolated molecule of C6H8OS. Source: the OMol25 dataset; level of theory: ωB97M-V with the def2-TZVPD basis set.

Values from the calculation:
LUMO level	0.79	eV
charge	0
structure (SMILES)	O[C@@H]1C=CS[C@@H]2C[C@@H]12
2S+1	1
HOMO-LUMO gap	9.1	eV

Atoms and positions in Å:
C  1.410  -0.099  0.338
C  0.657  -1.426  0.223
C  -0.651  -1.590  -0.020
C  -0.810  0.901  0.434
C  -0.197  2.190  -0.031
C  0.487  0.879  -0.315
H  3.134  0.526  -0.288
H  1.566  0.163  1.394
H  1.257  -2.300  0.295
H  -1.047  -2.588  -0.135
H  -0.651  0.798  1.505
H  -0.559  2.723  -0.882
H  0.150  2.865  0.786
H  0.308  0.593  -1.347
O  2.649  -0.296  -0.318
S  -1.920  -0.346  -0.160

---

Arrangement iii

An isolated molecule of C6H8OS. Source: the OMol25 dataset; level of theory: ωB97M-V with the def2-TZVPD basis set.

Values from the calculation:
LUMO level	-0.68	eV
charge	0
structure (SMILES)	CC(C)=C(C=O)C=S
2S+1	1
HOMO-LUMO gap	7.9	eV

Atoms and positions in Å:
C  -1.091  0.738  -1.283
C  -0.600  0.099  0.066
C  -1.466  -0.759  0.892
C  0.822  0.125  0.131
C  1.342  -0.713  1.383
C  1.825  0.757  -0.823
H  -1.797  1.690  -1.234
H  -0.350  0.930  -1.980
H  -1.610  -0.021  -1.800
H  -1.860  -1.537  0.201
H  -2.275  -0.110  1.106
H  -1.180  -1.036  1.973
H  0.619  -1.499  1.784
H  1.865  1.926  -0.951
O  2.484  -0.606  1.698
S  3.270  0.015  -1.164

---

Arrangement iv

An isolated molecule of C6H8OS. Source: the OMol25 dataset; level of theory: ωB97M-V with the def2-TZVPD basis set.

Values from the calculation:
LUMO level	0.27	eV
charge	0
2S+1	1
HOMO-LUMO gap	7.3	eV

Atoms and positions in Å:
C  -0.289  0.888  -1.234
C  -1.546  0.416  -1.570
C  0.898  0.290  -0.853
C  -0.641  -1.668  -0.430
C  0.611  0.841  1.527
C  1.477  0.280  0.402
O  -0.404  -2.780  0.232
S  -2.147  -1.159  -1.035
H  -0.018  1.945  -1.598
H  -2.347  1.053  -2.066
H  -0.092  0.154  1.527
H  0.173  1.843  1.222
H  1.020  0.985  2.526
H  2.021  -0.673  0.705
H  2.453  0.869  0.148
H  -1.168  -3.284  0.495

---

Stability, lowest: arrangement iv

---

Arrangement i

An isolated molecule of C6H8OS. Source: the OMol25 dataset; level of theory: ωB97M-V with the def2-TZVPD basis set.

Values from the calculation:
LUMO level	0.67	eV
charge	0
structure (SMILES)	O=C1[C@@H]2CSC[C@H]1C2
2S+1	1
HOMO-LUMO gap	9.6	eV

Atoms and positions in Å:
C  0.351  -1.254  -0.031
C  -0.344  -0.543  -1.080
C  0.606  0.681  -1.439
C  0.612  0.737  1.385
C  -0.302  -0.406  1.121
C  -1.374  -0.124  0.017
H  -0.760  -1.138  -1.866
H  1.515  0.292  -1.857
H  0.243  1.425  -2.192
H  0.334  1.387  2.357
H  1.504  0.252  1.849
H  -0.704  -0.994  1.954
H  -1.834  0.844  -0.163
H  -2.114  -0.960  -0.025
O  1.282  -2.059  -0.024
S  0.985  1.862  -0.006

---

Arrangement ii

An isolated molecule of C6H8OS. Source: the OMol25 dataset; level of theory: ωB97M-V with the def2-TZVPD basis set.

Values from the calculation:
LUMO level	0.64	eV
charge	0
structure (SMILES)	CO[C@@H]1[C@@H]2C=C[C@H]1S2
2S+1	1
HOMO-LUMO gap	8.9	eV

Atoms and positions in Å:
C  -2.773  -0.303  0.307
C  -0.595  -0.397  -0.355
C  0.708  0.093  -1.097
C  0.201  -0.093  0.955
C  0.513  1.338  0.819
C  0.881  1.439  -0.441
H  -2.277  -0.221  1.375
H  -3.638  0.160  0.111
H  -2.874  -1.316  0.128
H  -0.698  -1.510  -0.438
H  1.133  -0.052  -2.085
H  -0.057  -0.430  1.895
H  0.502  2.098  1.660
H  0.939  2.380  -0.988
O  -1.831  0.096  -0.636
S  1.750  -0.896  0.143

---

Stability, lowest: arrangement ii

---

Arrangement i

A cluster of 2 separate species, C4H7N2O in total. Source: the OMol25 dataset; level of theory: ωB97M-V with the def2-TZVPD basis set.

Values from the calculation:
LUMO level	-4.94	eV
charge	+1
2S+1	1
HOMO-LUMO gap	8.0	eV

Atoms and positions in Å:
C  2.120  -0.355  0.705
C  1.117  -0.799  -0.132
C  0.633  1.229  0.489
C  -1.743  -0.418  -1.530
N  1.789  0.871  1.114
N  0.247  0.250  -0.366
O  -2.529  -0.811  -0.644
H  2.953  -0.918  1.090
H  1.135  -1.783  -0.662
H  0.034  2.060  0.713
H  -1.650  0.723  -1.623
H  -1.411  -1.213  -2.187
H  2.379  1.414  1.632
H  -2.506  -1.789  -0.514

---

Arrangement ii

A cluster of 2 separate species, C4H7N2O in total. Source: the OMol25 dataset; level of theory: ωB97M-V with the def2-TZVPD basis set.

Values from the calculation:
LUMO level (alpha / beta)	-5.44 / -5.53	eV
charge	+1
2S+1	1
HOMO-LUMO gap (alpha / beta)	8.1 / 8.0	eV

Atoms and positions in Å:
C  3.165  -0.746  -0.582
C  2.242  -0.031  -0.258
C  1.148  0.554  0.249
C  -2.254  -0.456  -0.671
N  0.578  1.628  0.587
N  -0.458  -0.984  0.592
O  -1.629  -0.356  0.620
H  4.233  -1.055  -0.624
H  -2.236  -1.459  -1.212
H  -1.809  0.278  -1.377
H  -3.319  -0.331  -0.502
H  1.053  2.539  0.716
H  -0.423  1.580  0.840
H  -0.291  -1.160  1.622

---

Arrangement iii

The ion C4H7N2O with charge +1. Source: the OMol25 dataset; level of theory: ωB97M-V with the def2-TZVPD basis set.

Values from the calculation:
LUMO level (alpha / beta)	-4.94 / -4.94	eV
charge	+1
2S+1	1
HOMO-LUMO gap (alpha / beta)	6.8 / 6.8	eV

Atoms and positions in Å:
C  -1.009  1.179  -0.521
C  -1.805  -1.056  -0.975
C  0.758  -0.260  0.204
C  1.869  -0.467  1.109
N  -1.902  0.202  -1.028
N  0.271  0.927  -0.013
O  -1.677  -2.209  -0.870
H  -1.092  2.092  -1.004
H  0.442  -1.040  -0.411
H  2.425  -1.328  0.705
H  1.487  -0.823  2.118
H  2.489  0.434  1.259
H  -2.876  0.705  -1.174
H  0.620  1.644  0.600

---

Arrangement iv

The ion C4H7N2O with charge +1. Source: the OMol25 dataset; level of theory: ωB97M-V with the def2-TZVPD basis set.

Values from the calculation:
LUMO level	-4.92	eV
charge	+1
structure (SMILES)	C=C/N=C\OC=[NH2+]
2S+1	1
HOMO-LUMO gap	8.6	eV

Atoms and positions in Å:
C  1.277  -0.041  -0.807
C  2.536  -0.549  -0.831
C  -0.060  1.662  -0.001
C  -1.290  -0.196  0.744
N  1.049  1.246  -0.363
N  -2.373  -0.932  0.719
O  -1.386  0.957  0.179
H  0.622  -0.438  -1.461
H  3.294  -0.196  -0.186
H  2.592  -1.462  -1.356
H  -0.100  2.779  0.290
H  -0.552  -0.384  1.515
H  -3.234  -0.720  0.255
H  -2.378  -1.726  1.305

---

Stability, lowest: arrangement ii